{"formula": "C50H110F15N5O20", "method": "wB97M-V/def2-TZVPD", "lumo_energy_ev": -1.3621, "multiplicity": 1, "orbital_gap_ha": 0.1183, "total_charge": 0, "total_energy_ha": -5247.19170, "species": ["C", "O", "O", "C", "F", "F", "F", "C", "C", "H", "H", "H", "H", "H", "H", "C", "O", "O", "C", "F", "F", "F", "C", "C", "H", "H", "H", "H", "H", "H", "C", "O", "O", "C", "F", "F", "F", "C", "C", "H", "H", "H", "H", "H", "H", "C", "O", "O", "C", "F", "F", "F", "C", "C", "H", "H", "H", "H", "H", "H", "C", "O", "O", "C", "F", "F", "F", "C", "C", "H", "H", "H", "H", "H", "H", "C", "O", "C", "C", "N", "H", "H", "C", "C", "O", "C", "H", "H", "H", "H", "H", "H", "H", "H", "H", "H", "H", "H", "H", "H", "C", "O", "C", "C", "N", "H", "H", "C", "C", "O", "C", "H", "H", "H", "H", "H", "H", "H", "H", "H", "H", "H", "H", "H", "H", "C", "O", "C", "C", "N", "H", "H", "C", "C", "O", "C", "H", "H", "H", "H", "H", "H", "H", "H", "H", "H", "H", "H", "H", "H", "C", "O", "C", "C", "N", "H", "H", "C", "C", "O", "C", "H", "H", "H", "H", "H", "H", "H", "H", "H", "H", "H", "H", "H", "H", "C", "O", "C", "C", "N", "H", "H", "C", "C", "O", "C", "H", "H", "H", "H", "H", "H", "H", "H", "H", "H", "H", "H", "H", "H"], "xyz": [[-6.35123, -2.93004, -7.47262], [-6.65290, -4.10802, -6.71323], [-5.29145, -3.23524, -8.23062], [-7.61583, -2.36775, -8.14628], [-8.64936, -2.18029, -7.32147], [-7.32648, -1.15195, -8.65502], [-8.01247, -3.18740, -9.14528], [-7.30995, -4.02940, -5.48240], [-7.20483, -5.43439, -4.84471], [-7.64339, -6.21737, -5.46682], [-6.16091, -5.74689, -4.77520], [-7.68869, -5.44581, -3.86862], [-8.36959, -3.76049, -5.55703], [-6.90855, -3.24557, -4.82708], [-6.08249, -2.16520, -6.72100], [-2.98974, -15.19670, -5.23353], [-3.95001, -14.36054, -4.59644], [-3.53020, -15.71331, -6.39231], [-1.59999, -14.50060, -5.21502], [-1.41144, -13.46054, -6.01684], [-1.30294, -14.14974, -3.95278], [-0.69281, -15.46300, -5.54786], [-4.23185, -13.05525, -5.06881], [-5.13134, -12.39764, -3.99650], [-5.25118, -11.34348, -4.23657], [-6.03826, -13.00098, -3.97164], [-4.69858, -12.51930, -3.00384], [-4.80272, -13.12941, -5.99961], [-3.32887, -12.48513, -5.29898], [-3.00298, -15.99429, -4.48415], [-8.82000, -9.31841, -10.00924], [-7.52720, -9.92161, -9.90311], [-8.60458, -7.98807, -10.20808], [-9.75072, -10.06180, -10.98253], [-10.96490, -9.46250, -11.03988], [-9.29943, -10.02082, -12.25786], [-9.98811, -11.34777, -10.65657], [-6.70892, -10.22274, -11.03924], [-5.44743, -10.88569, -10.52072], [-4.62338, -10.74755, -11.23058], [-5.01150, -10.32493, -9.69094], [-5.54268, -11.95345, -10.32746], [-6.54668, -9.31391, -11.62827], [-7.27548, -10.82523, -11.75494], [-9.25823, -9.53746, -9.02301], [-6.46111, -6.36416, -16.75142], [-5.80829, -7.12585, -17.78727], [-7.78979, -6.56254, -16.82073], [-5.76189, -6.64610, -15.37872], [-4.62442, -7.36096, -15.52558], [-5.41779, -5.47370, -14.81217], [-6.51728, -7.29805, -14.47698], [-6.02415, -6.74202, -19.13603], [-5.70524, -7.94182, -20.00466], [-4.72684, -8.35100, -19.74866], [-6.38113, -8.77689, -19.81750], [-5.72318, -7.62852, -21.04893], [-5.33323, -5.91454, -19.33261], [-7.04056, -6.36379, -19.26375], [-6.17407, -5.35108, -17.07490], [0.68408, -4.30226, -16.09481], [-0.09162, -4.05930, -14.88648], [1.28233, -3.12641, -16.30270], [1.64710, -5.53459, -15.91311], [1.00182, -6.71716, -16.20951], [2.75250, -5.55064, -16.68808], [2.01189, -5.71955, -14.60210], [-0.92694, -5.12309, -14.46748], [-1.58928, -4.72056, -13.15484], [-2.39201, -5.41992, -12.90464], [-0.84832, -4.76632, -12.35014], [-1.91418, -3.68053, -13.05831], [-0.37420, -6.03008, -14.19881], [-1.65782, -5.37457, -15.24392], [-0.06974, -4.56466, -16.85951], [-9.99966, -4.08968, -12.06924], [-10.11732, -5.11841, -13.01356], [-8.90606, -5.85145, -13.18965], [-9.29813, -7.21077, -13.72107], [-10.09620, -7.19643, -14.98426], [-10.93018, -6.62085, -14.85566], [-9.49898, -6.83239, -15.72834], [-10.61088, -8.53608, -15.45744], [-11.69950, -9.01384, -14.54527], [-12.66940, -7.96525, -14.47028], [-13.64365, -8.14556, -13.46370], [-9.60390, -4.39607, -11.09570], [-11.00302, -3.72944, -11.83101], [-9.44228, -3.25698, -12.51245], [-8.35228, -5.98888, -12.25818], [-8.27915, -5.30465, -13.90052], [-9.91614, -7.77518, -13.02859], [-8.40635, -7.76699, -14.00744], [-9.76058, -9.20334, -15.59069], [-11.01109, -8.46774, -16.46929], [-11.39578, -9.14575, -13.50422], [-12.14234, -9.95845, -14.87063], [-13.21454, -8.05949, -12.45747], [-14.13122, -9.11565, -13.56336], [-14.30686, -7.28282, -13.48219], [-2.58730, -13.09876, -9.32864], [-1.83283, -14.11808, -8.70451], [-0.96254, -14.80542, -9.57246], [-0.54467, -16.05271, -8.80890], [-1.70673, -16.87409, -8.30978], [-2.13835, -16.33826, -7.53224], [-2.41533, -16.93970, -9.03551], [-1.48712, -18.31067, -7.82442], [-0.51197, -18.38250, -6.67410], [-0.75386, -19.63762, -6.09016], [0.23171, -20.18175, -5.25346], [-3.19178, -13.48518, -10.15728], [-1.97508, -12.29504, -9.74689], [-3.26904, -12.65941, -8.60321], [-0.11758, -14.21147, -9.92870], [-1.54184, -15.07126, -10.46754], [0.07208, -15.82651, -7.94027], [0.07880, -16.71420, -9.41313], [-1.04785, -18.81421, -8.68513], [-2.46192, -18.73640, -7.60601], [-0.66110, -17.64056, -5.88468], [0.51122, -18.29858, -7.05726], [0.48531, -19.55753, -4.39204], [1.15330, -20.29871, -5.83813], [-0.02322, -21.18144, -4.91201], [-3.82527, -9.32560, -6.74734], [-4.52338, -8.63131, -7.74465], [-5.65965, -7.92502, -7.19173], [-6.03118, -6.75547, -8.07852], [-5.85535, -7.21892, -9.52874], [-4.97979, -7.74012, -9.60381], [-6.65978, -7.85108, -9.65660], [-5.72415, -6.07331, -10.48911], [-5.22686, -6.66563, -11.80386], [-4.21687, -7.63316, -11.57844], [-3.76815, -8.21156, -12.77056], [-3.07332, -9.98306, -7.18568], [-4.47508, -9.91993, -6.09672], [-3.25288, -8.66150, -6.08810], [-5.41310, -7.62487, -6.17532], [-6.48295, -8.64504, -7.21481], [-5.29189, -5.95866, -8.01183], [-7.06229, -6.42133, -8.03482], [-5.02523, -5.34786, -10.07854], [-6.73480, -5.66740, -10.47300], [-4.88085, -5.85209, -12.44670], [-6.08898, -7.07030, -12.34319], [-2.93568, -8.88231, -12.53962], [-3.38783, -7.50408, -13.51055], [-4.49844, -8.89160, -13.22498], [-6.79270, -3.50595, -12.73120], [-5.47868, -3.25358, -12.23217], [-5.33856, -2.05438, -11.52746], [-3.84662, -1.92409, -11.23807], [-3.44448, -3.06317, -10.33655], [-4.07997, -3.12368, -9.53036], [-3.62449, -3.90634, -10.88456], [-2.08346, -3.02575, -9.75956], [-1.84982, -4.18111, -8.83438], [-2.16173, -5.39128, -9.52535], [-2.06926, -6.50433, -8.67600], [-6.74251, -4.39204, -13.35316], [-7.08914, -2.66369, -13.36639], [-7.50556, -3.49834, -11.90237], [-5.86752, -2.07454, -10.56599], [-5.72521, -1.21216, -12.10990], [-3.43178, -0.97416, -10.91203], [-3.33134, -2.11920, -12.18113], [-1.88896, -2.05196, -9.31136], [-1.27048, -3.06717, -10.48978], [-2.51225, -4.10736, -7.96191], [-0.83704, -4.29457, -8.44063], [-2.09322, -7.45030, -9.21113], [-2.85870, -6.48642, -7.91473], [-1.13554, -6.48178, -8.09959], [-7.86880, -13.75442, -11.08367], [-7.30270, -14.14199, -9.83215], [-7.44285, -15.53000, -9.59024], [-6.35884, -16.07649, -8.68013], [-6.12172, -15.19398, -7.48870], [-5.18970, -15.42278, -7.11275], [-6.12579, -14.21431, -7.79266], [-7.17252, -15.32863, -6.42018], [-7.97704, -14.04204, -6.30427], [-7.07834, -12.99465, -6.65358], [-7.55308, -11.81451, -7.33434], [-8.94000, -13.55312, -10.97427], [-7.77934, -14.51600, -11.85850], [-7.37512, -12.79790, -11.24501], [-7.31977, -16.16175, -10.47475], [-8.45585, -15.63635, -9.18902], [-5.43344, -15.90178, -9.24115], [-6.35242, -17.13032, -8.41978], [-6.57310, -15.52805, -5.52753], [-7.78958, -16.22546, -6.46105], [-8.34258, -13.91098, -5.28590], [-8.82753, -14.11481, -6.98735], [-7.96176, -12.05705, -8.31622], [-6.57204, -11.39167, -7.55514], [-8.20060, -11.28391, -6.63969]], "forces_ev_per_a": [[2.009, -0.171, 1.179], [-0.679, -0.457, -0.293], [-0.660, 0.419, -1.054], [1.055, -0.528, -0.438], [-0.228, -0.172, 0.131], [-0.167, -0.101, -0.401], [-0.335, 0.361, -0.143], [-0.531, -0.666, 0.555], [0.247, 0.466, -0.295], [-0.435, 0.291, -0.120], [0.111, 0.313, 0.364], [0.115, -0.093, 0.053], [-0.061, -0.152, -0.306], [0.473, -0.135, -0.013], [-0.234, 0.371, 0.179], [-2.982, -0.401, -0.450], [0.213, 0.575, 0.694], [1.687, 0.468, -0.619], [-0.689, -1.257, 0.484], [0.078, 0.014, 0.016], [0.025, 0.304, -0.337], [0.446, 0.212, -0.395], [-0.451, 0.006, 0.145], [0.941, -0.894, -0.580], [-0.497, -0.036, 0.120], [-0.378, 0.533, -0.113], [0.290, 0.221, -0.080], [0.040, 0.157, -0.080], [0.021, 0.073, 0.328], [1.098, -0.125, 0.167], [1.301, 2.856, 0.514], [0.641, -2.046, 0.364], [-0.948, -1.442, -0.504], [-0.273, 1.178, -0.654], [0.153, -0.146, 0.332], [0.077, -0.470, -0.109], [0.295, -0.041, -0.020], [-0.944, 0.431, -0.051], [0.880, 0.769, -0.762], [-0.281, -0.320, -0.468], [-0.564, -0.231, 0.529], [-0.141, 0.067, 0.323], [0.492, 0.209, 0.277], [0.265, -0.447, 0.169], [-0.194, -0.146, 0.208], [-1.973, 0.117, -2.522], [0.823, -1.419, 0.816], [0.073, 0.099, 1.674], [0.636, -0.238, -1.755], [-0.302, 0.183, 0.297], [0.064, 0.135, 0.349], [0.015, -0.154, -0.097], [0.191, 0.233, 1.045], [0.055, 0.055, 0.199], [0.183, 0.329, -0.119], [-0.352, 0.227, -0.152], [-0.006, -0.271, -0.091], [0.019, 0.064, -0.353], [-0.132, -0.205, -0.081], [0.066, 0.623, 0.845], [0.963, 3.812, -0.355], [-0.607, -1.776, 1.034], [0.181, -2.097, -0.526], [-0.458, -0.635, 0.611], [-0.022, 0.148, -0.226], [-0.556, 0.346, 0.678], [0.491, 0.376, -0.694], [0.053, 0.709, 0.420], [0.299, 0.121, 0.640], [-0.138, 0.133, 0.093], [0.106, -0.376, -0.037], [-0.395, -0.022, -0.751], [0.134, -0.115, -0.407], [-0.132, -0.027, -0.026], [-0.033, -0.609, -0.268], [-0.727, 0.783, 0.099], [0.187, -0.747, 0.409], [-0.906, 0.154, -0.809], [0.149, -1.006, -0.297], [-0.697, -0.068, -0.504], [0.101, 0.281, -0.015], [0.899, 0.564, -0.689], [0.464, 0.030, -0.091], [-0.688, 0.394, 1.384], [0.073, 0.018, -0.749], [0.475, 0.403, 0.603], [0.439, -0.237, -0.250], [-0.043, -0.006, -0.301], [0.027, 0.012, 0.347], [-0.186, -0.135, 0.131], [-0.045, -0.321, -0.118], [0.342, 0.221, 0.433], [-0.191, -0.073, 0.416], [0.034, -0.100, 0.545], [-0.040, 0.687, 0.050], [0.549, -0.394, -0.137], [0.001, 0.025, -0.281], [0.364, -0.413, -0.045], [-0.336, 0.129, -0.043], [-0.352, -0.303, -0.546], [-0.178, 0.205, -0.297], [0.144, 0.318, -0.043], [-1.212, -0.396, 0.235], [0.981, -0.935, -0.052], [0.040, -0.037, 0.233], [-1.052, 0.360, 0.522], [-0.064, 0.259, -0.054], [0.680, 1.173, -1.031], [0.112, -0.376, 1.050], [-0.814, -0.779, -0.226], [1.345, 0.247, -0.371], [-0.009, -0.204, -0.017], [0.238, -0.044, 0.120], [0.120, -0.142, 0.208], [0.224, -0.043, 0.315], [0.136, -0.260, -0.181], [-0.252, 0.288, 0.105], [-0.112, 0.077, -0.289], [-0.161, -0.292, 0.032], [0.014, 0.151, 0.265], [-0.087, 0.358, -0.434], [0.106, -0.021, 0.081], [-0.290, 0.128, 0.046], [0.127, 0.009, 0.094], [-0.548, 0.139, -0.087], [0.634, -0.176, 0.538], [-0.250, 0.540, 0.132], [-0.150, -0.876, -0.501], [1.551, -0.204, -1.627], [0.702, 0.315, 1.513], [-0.113, -0.286, 0.117], [-0.655, 0.044, -1.166], [-0.341, -1.226, 0.415], [-0.897, 0.686, -0.439], [-0.447, 0.597, 0.587], [0.839, -1.184, -0.526], [-0.245, -0.050, -0.334], [-0.177, -0.082, -0.175], [-0.180, 0.270, -0.022], [-0.259, 0.230, 0.051], [-0.144, -0.007, 0.418], [-0.491, 0.396, 0.526], [0.103, 0.178, 0.514], [-0.094, -0.147, 0.311], [0.165, 0.430, -0.728], [0.311, 0.038, 0.063], [0.154, -0.449, 0.166], [0.109, 0.255, 0.322], [-0.312, 0.171, 0.146], [-0.382, 0.465, -0.074], [0.587, 1.276, 0.308], [0.075, -0.740, -0.237], [0.116, 0.529, 0.763], [0.464, -0.591, -1.032], [0.204, 0.408, -0.210], [-1.155, 0.234, 0.795], [0.422, -0.185, 0.031], [1.724, 0.195, -0.709], [-0.913, -1.104, 0.957], [-0.084, 0.268, -0.495], [0.235, 0.054, 0.949], [-0.015, -0.012, 0.415], [-0.007, -0.007, -0.215], [0.116, -0.600, -0.055], [-0.182, -0.094, -0.097], [0.242, 0.119, -0.051], [-0.547, 0.015, 0.612], [0.062, -0.038, -0.020], [-0.559, -0.102, 0.497], [-0.645, -0.161, -0.755], [-0.113, 0.080, 0.035], [0.226, 0.642, -0.252], [-0.211, 0.241, -0.392], [-0.196, -0.064, -0.147], [0.180, 0.020, -0.158], [-0.533, 0.806, 0.701], [0.969, -1.323, -0.022], [-0.859, -0.368, 0.532], [1.537, 1.979, -0.373], [-1.636, -1.588, -0.523], [0.945, 0.129, 0.762], [-0.032, 0.176, 0.145], [1.262, -0.077, 1.366], [0.246, 0.414, -0.623], [-0.482, -0.788, 0.099], [1.043, -1.128, 0.167], [0.046, -0.053, 0.105], [0.575, 0.160, -0.073], [-0.139, -0.227, -0.807], [-0.397, 0.331, -0.369], [-0.023, -0.626, 0.054], [0.034, -0.288, -0.151], [-0.630, 0.056, 0.180], [-0.073, 0.473, 0.192], [-0.036, 0.075, -0.870], [-0.093, -0.060, 0.049], [-0.075, 0.380, -0.088], [-0.543, 0.022, 0.241], [-0.472, 1.045, 0.135], [0.009, 0.505, -0.445]]}